(1)
The following is a quantum chemistry calculation of the molecule C34H49FN4O4S2, from the Open Molecules 2025 dataset.

```
94
Properties=species:S:1:pos:R:3
C -5.705 0.847 -1.598
C -5.745 0.511 -3.096
C -4.683 1.227 -3.946
C -3.631 0.307 -4.612
C -2.411 0.086 -3.748
C -2.610 -0.656 -2.598
C -1.581 -0.915 -1.717
C -0.310 -0.431 -1.985
C -0.062 0.297 -3.152
C 1.370 0.721 -3.377
C 1.672 2.172 -2.962
S 3.209 2.354 -2.018
C 4.290 2.697 -3.327
N 4.057 2.631 -4.595
N 5.253 3.019 -5.210
C 6.078 3.262 -4.265
O 5.543 3.086 -3.034
C -1.134 0.583 -4.021
C -1.019 1.477 -5.245
F 0.297 1.647 -5.673
C -1.620 2.854 -5.070
C -1.093 3.673 -3.897
N 0.695 -0.714 -1.032
C 0.353 -0.471 0.320
C 1.189 0.253 1.160
C 0.893 0.448 2.501
C 1.797 1.215 3.436
C 3.285 1.145 3.096
C 3.925 -0.166 3.570
C 5.143 -0.572 2.746
C 4.768 -1.012 1.332
O 5.647 -2.015 0.861
C 5.000 -3.103 0.241
C -0.305 -0.086 2.979
O -0.568 0.094 4.308
C -1.921 0.181 4.728
C -2.514 -1.128 5.258
N -1.597 -1.948 6.043
C -0.798 -2.890 5.272
C -1.605 -4.052 4.668
C -2.841 -4.454 5.458
O -2.041 -3.755 3.331
C -1.167 -0.780 2.149
C -0.829 -0.980 0.816
S -1.864 -1.896 -0.278
H -6.397 1.650 -1.355
H -5.947 -0.018 -0.982
H -4.707 1.169 -1.294
H -5.673 -0.566 -3.234
H -6.720 0.824 -3.470
H -4.142 1.945 -3.326
H -5.164 1.804 -4.736
H -3.373 0.747 -5.570
H -4.081 -0.668 -4.806
H -3.591 -1.057 -2.377
H 1.670 0.563 -4.403
H 2.031 0.076 -2.801
H 1.727 2.830 -3.823
H 0.920 2.532 -2.258
H 7.099 3.575 -4.385
H -1.543 0.987 -6.070
H -1.460 3.397 -6.003
H -2.700 2.743 -4.961
H -1.128 3.097 -2.969
H -1.714 4.555 -3.753
H -0.074 4.015 -4.071
H 1.573 -0.267 -1.244
H 2.100 0.659 0.737
H 1.657 0.818 4.441
H 1.473 2.258 3.472
H 3.453 1.263 2.026
H 3.786 1.992 3.567
H 3.172 -0.956 3.495
H 4.190 -0.067 4.623
H 5.828 0.276 2.692
H 5.655 -1.404 3.228
H 4.811 -0.161 0.643
H 3.734 -1.375 1.324
H 5.771 -3.714 -0.222
H 4.314 -2.770 -0.543
H 4.450 -3.704 0.970
H -1.914 0.906 5.544
H -2.537 0.594 3.926
H -3.350 -0.831 5.898
H -2.941 -1.735 4.462
H -0.987 -1.336 6.570
H -0.248 -2.415 4.452
H -0.053 -3.317 5.944
H -0.925 -4.907 4.624
H -3.721 -3.987 5.021
H -2.979 -5.532 5.437
H -2.756 -4.127 6.491
H -1.312 -3.921 2.725
H -2.084 -1.209 2.524
```

Summary:
Spin multiplicity: 1
Electronic energy in eV: -74590.11507
Highest occupied orbital energy in eV: -7.58
Orbital gap in Eh: 0.2986

Atomic partial charges in e from the Mulliken method, atoms 1 to 8: number 1, C, carries -1.2053; number 2, C, carries -0.7468; number 3, C, carries -0.6104; number 4, C, carries -1.5716; number 5, C, carries 0.9318; number 6, C, carries -0.9094; number 7, C, carries 0.5893; number 8, C, carries 0.1450

=====

(2)
The following is a quantum chemistry calculation of a structure of composition C47H76FN21O2P at a distorted geometry, from the Open Molecules 2025 dataset.

```
148
Properties=species:S:1:pos:R:3
C -1.148 -0.437 -1.057
C -0.507 0.493 0.040
C 0.127 1.824 -0.466
F 0.528 1.812 -1.824
C 1.388 2.276 0.372
C 2.417 1.168 0.825
O 3.504 1.943 1.427
P 2.807 3.449 2.014
O 1.144 3.126 1.495
H -0.792 -1.478 -0.843
H -0.846 -0.218 -2.108
H -2.262 -0.461 -1.030
H -1.347 0.792 0.720
H 0.174 -0.136 0.656
H -0.631 2.633 -0.312
H 1.981 2.821 -0.422
H 2.097 0.525 1.695
H 2.880 0.536 0.026
H 4.156 3.783 2.423
H 2.664 2.826 3.317
H 2.203 4.641 2.613
H 3.099 4.203 0.808
C -1.388 -3.414 2.105
C -2.206 -3.027 0.933
N -2.889 -2.703 -0.082
H -0.627 -2.652 2.293
H -2.025 -3.501 2.986
H -0.896 -4.377 1.927
C 4.979 -1.300 -1.961
C 3.586 -1.543 -1.515
N 2.497 -1.726 -1.176
H 5.325 -2.137 -2.566
H 5.022 -0.389 -2.554
H 5.632 -1.191 -1.095
C 6.915 4.631 0.109
C 6.724 4.910 1.552
N 6.570 5.127 2.682
H 7.941 4.311 -0.072
H 6.232 3.842 -0.207
H 6.714 5.529 -0.472
C -5.388 -5.913 -0.297
C -4.415 -4.796 -0.329
N -3.628 -3.925 -0.323
H -5.088 -6.661 -1.028
H -5.420 -6.373 0.697
H -6.381 -5.546 -0.552
C 4.895 0.875 -5.803
C 6.064 0.414 -5.015
N 6.970 0.053 -4.397
H 4.409 1.704 -5.290
H 5.222 1.205 -6.789
H 4.183 0.059 -5.918
C 0.050 1.122 3.767
C -1.063 0.221 3.385
N -1.928 -0.489 3.086
H 0.595 1.436 2.874
H -0.342 2.003 4.271
H 0.728 0.604 4.433
C 2.439 -1.982 6.598
C 2.278 -1.568 5.187
N 2.125 -1.245 4.089
H 2.690 -1.116 7.207
H 1.507 -2.419 6.957
H 3.238 -2.719 6.685
C -3.306 -6.560 -4.160
C -4.684 -6.889 -3.707
N -5.757 -7.135 -3.350
H -2.895 -7.390 -4.732
H -3.327 -5.671 -4.789
H -2.668 -6.372 -3.299
C 8.575 5.060 -3.933
C 7.171 4.833 -3.512
N 6.077 4.664 -3.180
H 8.933 4.201 -4.499
H 8.633 5.950 -4.558
H 9.204 5.200 -3.055
C 6.316 8.572 -3.111
C 7.456 8.144 -2.265
N 8.342 7.800 -1.609
H 5.814 9.422 -2.650
H 6.676 8.861 -4.097
H 5.607 7.751 -3.214
C -3.365 -9.398 -1.102
C -2.430 -8.249 -1.031
N -1.704 -7.353 -0.979
H -3.008 -10.120 -1.836
H -3.430 -9.882 -0.128
H -4.356 -9.051 -1.396
C 3.143 2.176 7.644
C 3.395 0.948 8.440
N 3.605 -0.003 9.074
H 3.705 3.009 8.066
H 3.458 2.018 6.612
H 2.081 2.414 7.659
C -2.675 -3.998 5.732
C -1.370 -3.760 6.391
N -0.353 -3.570 6.906
H -3.070 -3.058 5.343
H -2.552 -4.700 4.907
H -3.381 -4.411 6.451
C -6.005 -3.154 -3.965
C -5.428 -3.020 -5.324
N -4.978 -2.915 -6.382
H -6.983 -2.676 -3.928
H -6.113 -4.209 -3.712
H -5.349 -2.679 -3.235
C 0.616 -4.735 -2.537
C -0.060 -5.353 -3.705
N -0.594 -5.827 -4.615
H 1.467 -4.144 -2.873
H -0.082 -4.086 -2.007
H 0.964 -5.514 -1.860
C -2.905 -2.092 -9.063
C -2.098 -0.941 -9.538
N -1.470 -0.045 -9.908
H -3.098 -2.774 -9.890
H -2.366 -2.624 -8.280
H -3.854 -1.739 -8.662
C -3.581 5.002 -1.457
C -3.350 3.715 -0.757
N -3.159 2.710 -0.222
H -3.078 5.807 -0.924
H -3.186 4.945 -2.467
H -4.647 5.217 -1.504
C -2.882 3.989 -5.839
C -4.017 4.260 -4.923
N -4.897 4.464 -4.204
H -3.101 3.113 -6.448
H -2.720 4.847 -6.490
H -1.978 3.804 -5.259
C -5.897 7.800 -3.171
C -4.636 7.986 -2.413
N -3.650 8.141 -1.823
H -6.281 8.768 -3.492
H -5.712 7.178 -4.047
H -6.639 7.312 -2.539
C -3.692 -3.303 9.629
C -4.518 -3.953 8.584
N -5.160 -4.463 7.770
H -2.799 -2.871 9.177
H -4.266 -2.514 10.115
H -3.394 -4.039 10.375
C -0.771 0.961 9.153
C -0.349 0.932 7.732
N -0.020 0.909 6.625
H -1.713 1.501 9.247
H -0.903 -0.056 9.519
H -0.012 1.461 9.754
```

Summary:
Spin multiplicity: 1
Electronic energy in eV: -97350.54952
Highest occupied orbital energy in eV: -3.07
Total charge: -1
Orbital gap in Eh: 0.1746

Atomic partial charges in e from the Mulliken method, atoms 1 to 8: number 1, C, carries -0.8208; number 2, C, carries 0.3159; number 3, C, carries 0.6872; number 4, F, carries -0.4871; number 5, C, carries -0.5235; number 6, C, carries 1.0010; number 7, O, carries -0.6487; number 8, P, carries 0.5791

=====

(3)
The following is a quantum chemistry calculation of a cluster of 2 separate species, C2H8NO in total at a distorted geometry, from the Open Molecules 2025 dataset.

```
12
Properties=species:S:1:pos:R:3
O 1.991 0.607 -0.643
H 0.513 0.365 0.018
H 2.313 0.336 -1.492
H 2.784 0.521 -0.093
C -1.132 -0.955 -0.693
C -0.910 0.421 1.322
N -0.423 -0.090 0.271
H -0.519 -1.852 -0.759
H -2.111 -1.187 -0.290
H -1.122 -0.433 -1.642
H -0.364 1.098 1.969
H -1.912 0.167 1.666
```

Summary:
Spin multiplicity: 1
Electronic energy in eV: -5734.14356
Highest occupied orbital energy in eV: -16.84
Total charge: +1
Orbital gap in Eh: 0.4497

Atomic partial charges in e from the Mulliken method, atoms 1 to 8: number 1, O, carries -0.6747; number 2, H, carries 0.2897; number 3, H, carries 0.3206; number 4, H, carries 0.3366; number 5, C, carries -0.7229; number 6, C, carries -0.0440; number 7, N, carries 0.0570; number 8, H, carries 0.3005

=====

(4)
The following is a quantum chemistry calculation of a structure of composition C17H31Ag2N2O8 at a distorted geometry, from the Open Molecules 2025 dataset.

```
60
Properties=species:S:1:pos:R:3
Ag -0.994 5.505 -2.478
Ag 2.569 4.694 -2.822
N 0.697 2.623 -0.906
O 0.538 1.512 -0.365
O -0.269 3.353 -1.181
O 1.764 3.047 -1.223
C -2.504 -3.223 -0.729
C -1.503 -3.841 0.325
C -0.058 -4.039 -0.286
C 0.609 -2.645 -0.391
C 0.850 -2.156 0.972
C -0.437 -2.051 1.758
N -1.413 -3.179 1.600
O -2.621 -3.060 2.224
C -0.096 -2.154 3.313
C -1.195 -0.678 1.499
C -1.937 -5.337 0.718
H -2.716 -2.158 -0.636
H -3.538 -3.566 -0.770
H -2.041 -3.146 -1.712
H 0.593 -4.725 0.257
H -0.085 -4.417 -1.308
H -0.001 -2.026 -1.049
H 1.569 -2.580 -0.903
H 1.333 -1.206 0.742
H 1.511 -2.832 1.516
H 0.763 -1.587 3.669
H -0.975 -1.912 3.911
H 0.215 -3.174 3.541
H -2.158 -0.590 2.003
H -0.619 0.168 1.873
H -1.355 -0.700 0.421
H -1.392 -5.891 1.483
H -1.885 -5.912 -0.207
H -2.970 -5.241 1.050
H -2.471 -3.580 3.017
O 0.970 0.671 -6.830
C 1.276 0.386 -5.653
O 2.423 -0.214 -5.233
C 2.255 -0.509 -3.850
C 0.917 -0.306 -3.400
C 0.578 0.847 -4.340
H 3.112 -0.043 -3.363
H 2.590 -1.545 -3.804
H 0.883 0.074 -2.379
H 0.143 -1.070 -3.480
H 0.997 1.797 -4.010
H -0.492 0.929 -4.534
O 1.812 7.522 3.962
C 1.252 6.600 3.353
O 2.040 5.626 2.810
C 1.331 4.627 2.008
C -0.076 4.814 2.475
C -0.224 6.222 3.036
H 1.661 3.590 2.074
H 1.409 4.949 0.969
H -0.245 4.068 3.252
H -0.890 4.511 1.817
H -0.840 6.300 3.933
H -0.661 6.856 2.264
```

Summary:
Spin multiplicity: 4
Electronic energy in eV: -45434.55675
Highest occupied orbital energy (spin up / spin down) in eV: -19.52 / -19.67
⟨S²⟩: 3.768
Total charge: +4
Orbital gap (spin up / spin down) in Eh: 0.2155 / 0.1577

Atomic partial charges in e from the Mulliken method, atoms 1 to 8: number 1, Ag, carries 0.8742; number 2, Ag, carries 0.8433; number 3, N, carries 1.0531; number 4, O, carries -0.5008; number 5, O, carries -0.6057; number 6, O, carries -0.6326; number 7, C, carries -1.3825; number 8, C, carries 0.9727